113
Properties=species:S:1:pos:R:3:forces:R:3 method="wB97M-V/def2-TZVPD" charge=+1 orbital_gap_ha=0.03552 relative_energy_kj_mol=1100.0 e_lumo_ev=-8.34
Pb -4.98334 -2.16149 -4.44323 0.87 0.17 0.26
C 0.72202 -1.13500 -0.30806 -2.17 1.79 0.54
F 1.06388 -1.88316 -1.32328 0.65 -0.22 -0.34
F 0.37249 -1.89787 0.72197 0.27 -0.31 0.10
F 1.67906 -0.28456 0.08142 0.02 -0.77 -0.45
S -0.79572 -0.02529 -0.76493 -0.45 2.43 -1.56
O -0.28457 0.85978 -1.85127 -0.06 -1.23 1.49
O -1.89399 -0.83309 -1.36591 0.93 -0.17 1.27
O -1.12928 0.71493 0.46472 0.44 -1.64 -1.33
C 8.82124 -3.15325 4.40643 -0.32 1.15 -0.56
C 8.60311 -2.29179 3.13768 -0.07 -0.25 0.28
N 9.24819 -0.96770 3.15323 -0.57 -1.93 0.12
C 9.62615 -0.54355 1.81335 1.07 0.38 0.92
C 10.73371 0.52724 1.92351 -0.47 -0.08 -0.42
C 8.49260 -0.02166 3.94320 -0.24 1.28 -0.50
C 7.29044 0.63313 3.21023 0.01 -0.27 -0.06
H 9.89941 -3.17521 4.56508 -0.09 -0.44 0.19
H 8.36221 -4.12837 4.24357 0.34 -0.11 0.05
H 8.33874 -2.71494 5.28002 0.08 0.05 0.06
H 8.95945 -2.90650 2.31109 0.37 0.33 -0.16
H 7.54636 -2.14988 2.91138 -0.48 -0.15 0.20
H 10.04347 -1.41012 1.30050 0.02 -0.05 0.14
H 8.78057 -0.22400 1.20426 -0.21 0.29 -0.08
H 10.33978 1.53515 2.05403 -0.08 0.04 -0.24
H 11.37643 0.35674 2.78717 0.00 -0.35 -0.12
H 11.32188 0.46161 1.00816 0.15 0.40 0.08
H 9.17356 0.78380 4.21823 0.07 0.22 -0.04
H 8.14859 -0.37883 4.91386 0.18 -0.76 -0.25
H 6.67957 -0.03203 2.59990 0.12 -0.54 0.20
H 7.62392 1.37331 2.48289 0.00 0.37 0.35
H 6.60657 1.03807 3.95617 0.13 0.42 -0.15
C -8.58134 -0.49660 7.55641 0.25 -0.26 -0.07
C -7.57017 -0.11319 6.46012 -0.91 -0.72 -0.18
N -8.21286 0.25358 5.18634 0.90 0.71 -0.27
C -7.20765 0.47518 4.11659 -0.36 0.78 -0.10
C -6.53566 -0.78980 3.65076 0.21 0.21 0.71
C -9.18343 1.34785 5.39281 -0.64 -0.78 -0.77
C -9.66429 2.02260 4.08343 -0.41 -0.05 0.68
H -8.03575 -0.77026 8.45949 0.05 0.27 0.10
H -9.16560 -1.38667 7.32291 -0.02 0.04 -0.40
H -9.28656 0.30250 7.78492 0.21 0.01 0.15
H -6.92654 0.67125 6.85822 0.17 0.44 -0.11
H -6.93988 -0.97803 6.25300 0.02 0.03 0.20
H -7.66372 0.92592 3.23514 -0.37 0.08 0.26
H -6.44502 1.19108 4.42313 0.25 0.29 0.34
H -7.31132 -1.38105 3.16407 0.43 -0.61 0.27
H -5.68268 -0.61215 2.99580 -0.29 0.27 -0.33
H -6.06466 -1.18632 4.55023 -0.29 -0.97 -0.28
H -8.89951 2.12424 6.10323 0.80 0.29 -0.01
H -9.96649 0.83227 5.94876 -0.61 0.28 -0.47
H -9.94669 1.34260 3.27972 0.56 -0.30 0.02
H -8.93345 2.76414 3.76081 0.01 -0.19 -0.26
H -10.60040 2.56275 4.22501 0.05 0.19 0.51
C 2.96794 5.10182 -1.62158 0.08 0.41 0.23
C 3.33655 5.31824 -3.08810 1.54 1.68 2.19
O 4.08894 6.21883 -3.43130 -0.16 -0.20 -0.26
N 2.77172 4.45770 -3.89470 -1.16 -1.02 -0.67
C 2.98334 4.39871 -5.30329 0.14 -1.28 -1.06
H 3.15163 4.09035 -1.25927 -0.28 -0.17 -0.29
H 1.91826 5.37621 -1.51683 -0.12 -0.25 0.22
H 3.53613 5.74585 -0.95039 0.05 0.18 -0.41
H 2.15789 3.78804 -3.45327 0.12 -0.05 -0.35
H 3.57853 3.51539 -5.53474 0.30 -0.13 -0.03
H 3.52829 5.22624 -5.75751 -0.41 0.28 0.58
H 2.04155 4.18530 -5.80886 -0.12 0.51 -0.12
C -4.66998 3.61026 -7.71619 0.87 -0.03 0.71
C -3.72337 2.97176 -6.67895 -0.25 -1.79 -1.04
O -3.65829 1.72649 -6.62524 -0.41 0.81 0.32
N -2.93843 3.71676 -5.90284 0.16 1.50 0.61
C -2.83116 5.18381 -5.86610 0.21 -0.33 -0.13
H -4.77864 2.89239 -8.52917 -0.08 0.11 0.17
H -4.27874 4.55190 -8.10134 -0.10 0.00 0.01
H -5.62998 3.79635 -7.23464 -0.05 0.01 -0.09
H -2.40006 3.26574 -5.17699 -0.18 -0.47 -0.34
H -2.58510 5.58772 -6.84814 -0.10 -0.03 0.00
H -1.98854 5.40867 -5.21225 -0.12 0.09 -0.03
H -3.71573 5.68448 -5.47243 -0.07 -0.13 -0.03
C 1.39452 -2.15322 -6.93515 -0.49 -0.14 -0.70
C 0.17768 -2.97645 -7.44761 1.69 0.84 0.60
O -0.78410 -3.06511 -6.72957 -1.86 -0.11 1.14
N 0.20503 -3.60437 -8.62854 1.78 -0.56 -1.67
C 1.43524 -3.68205 -9.49517 -0.24 0.03 0.96
H 1.93157 -2.73057 -6.18259 0.01 -0.17 -0.15
H 1.02494 -1.26359 -6.42518 -0.20 -0.14 -0.09
H 2.07913 -1.82999 -7.71933 0.01 -0.13 0.08
H -0.58402 -4.21091 -8.80060 0.13 0.11 -0.10
H 1.56633 -4.59642 -10.07382 -0.93 0.01 -0.10
H 2.31593 -3.74509 -8.85603 -0.07 0.40 0.14
H 1.51668 -2.80737 -10.14046 -0.04 -0.14 -0.03
C -1.92813 -6.19681 -0.08130 0.25 -0.50 -0.70
C -2.34470 -6.41164 -1.52541 -1.94 2.62 0.04
O -3.28176 -5.72182 -1.97690 -0.01 -0.17 0.25
N -1.74783 -7.23130 -2.36955 0.99 -1.32 0.47
C -0.53859 -7.99582 -2.06207 -0.45 -0.23 -0.28
H -2.49378 -5.37917 0.36549 -0.07 -0.21 -0.31
H -0.87092 -5.93245 -0.05834 0.10 -0.24 0.25
H -2.12453 -7.12729 0.45135 0.29 0.06 0.28
H -2.22520 -7.26845 -3.25884 0.39 -0.16 -0.01
H -0.43461 -8.78632 -2.80531 0.35 0.39 -0.24
H -0.60182 -8.56323 -1.13354 -0.25 0.36 0.24
H 0.30633 -7.30902 -2.01197 0.23 -0.36 -0.18
C 0.83772 4.12492 4.40095 -0.21 -0.90 -0.30
C 0.45838 2.98711 5.39898 0.85 3.14 0.82
O 0.74334 3.20355 6.56530 0.19 -0.75 0.36
N -0.24940 1.95552 4.97841 -0.73 -1.23 -1.10
C -0.64235 0.79861 5.77365 -0.22 -0.24 -0.47
H 1.91806 4.23772 4.31021 0.04 -0.32 0.25
H 0.48066 5.08383 4.77658 -0.23 -0.25 0.10
H 0.46403 3.95204 3.39171 -0.15 0.07 -0.06
H -0.50973 1.96502 4.00259 0.08 -0.20 0.15
H -1.71680 0.75151 5.95096 -0.08 0.54 0.35
H -0.09306 0.74207 6.71343 -0.04 0.19 -0.23
H -0.48983 -0.09976 5.17552 0.52 -0.07 0.07